50
Properties=species:S:1:pos:R:3 method="wB97M-V/def2-TZVPD" smiles=O[C@@H](COc1ccc(OCc2ccccc2)cc1)CN1CCOCC1 lumo_ev=0.76 homo_energy_ev=-8.07 homo_lumo_gap_ev=8.828 de_lowest_kj_mol=304.2
O -4.42466 -1.20595 0.63298
C -3.11749 -1.26975 0.11310
C -2.96434 -2.62227 -0.59913
O -1.74458 -2.74158 -1.29313
C -0.57631 -2.54685 -0.59805
C -0.40293 -2.80972 0.75749
C 0.80299 -2.52976 1.36714
C 1.86601 -1.99148 0.64467
O 2.99106 -1.70634 1.36450
C 4.06988 -1.07994 0.70816
C 3.75911 0.29321 0.15898
C 2.72916 1.05843 0.68890
C 2.45499 2.31325 0.17352
C 3.21397 2.81893 -0.86746
C 4.25015 2.06502 -1.39261
C 4.51843 0.80681 -0.88505
C 1.71179 -1.78263 -0.72106
C 0.50090 -2.05609 -1.32794
C -2.85249 -0.09753 -0.83951
N -2.77895 1.14334 -0.08158
C -3.13391 2.31269 -0.87156
C -3.13385 3.54353 0.03648
O -1.87782 3.74109 0.64044
C -1.50675 2.60321 1.38151
C -1.46059 1.35696 0.49898
H -4.56664 -0.29260 0.91240
H -2.39409 -1.22110 0.94140
H -3.10490 -3.43022 0.12895
H -3.73843 -2.71309 -1.36456
H -1.20389 -3.23126 1.34462
H 0.94079 -2.71646 2.42067
H 4.84194 -0.99627 1.48229
H 4.46199 -1.72492 -0.09155
H 2.13881 0.66562 1.50378
H 1.64724 2.89995 0.58546
H 2.99872 3.79814 -1.26828
H 4.84743 2.45522 -2.20352
H 5.32263 0.21589 -1.30111
H 2.51540 -1.38595 -1.32025
H 0.37120 -1.88266 -2.38485
H -3.69231 -0.03505 -1.53642
H -1.93506 -0.28034 -1.41761
H -4.13311 2.17180 -1.28923
H -2.42080 2.47346 -1.69840
H -3.34390 4.44667 -0.53873
H -3.90375 3.41671 0.81308
H -0.52356 2.81602 1.80398
H -2.22581 2.43941 2.19872
H -1.17851 0.49354 1.10302
H -0.69647 1.49194 -0.28721

50
Properties=species:S:1:pos:R:3 method="wB97M-V/def2-TZVPD" smiles="C=CCN1C=C2C(=O)[C@](C)(OC(=O)CC)C(=O)C=C2C=C1CCCC" lumo_ev=0.11 homo_energy_ev=-7.58 homo_lumo_gap_ev=7.696 de_lowest_kj_mol=220.4
C 3.37544 4.55150 -0.36160
C 2.82172 3.37078 -0.55920
C 3.11302 2.15222 0.27389
N 1.89431 1.43401 0.59777
C 1.52421 0.40644 -0.19511
C 0.34179 -0.25613 -0.07116
C 0.05008 -1.35562 -0.99002
O 0.81558 -1.70660 -1.86588
C -1.24706 -2.12238 -0.73796
C -0.90086 -3.44954 -0.05713
O -1.83110 -2.43781 -2.00939
C -2.02473 -1.37397 -2.77503
O -1.67020 -0.26150 -2.45310
C -2.70089 -1.69692 -4.08483
C -3.35868 -3.06895 -4.11087
C -2.31721 -1.41015 0.12090
O -3.47470 -1.78499 0.03515
C -1.86466 -0.37978 0.99874
C -0.62372 0.17760 0.90330
C -0.18521 1.26941 1.72164
C 1.02345 1.86577 1.58084
C 1.43852 2.98177 2.49173
C 2.38074 2.55112 3.63067
C 1.80072 1.46944 4.54730
C 2.09510 0.05096 4.07089
H 3.15514 5.39373 -0.99345
H 4.08492 4.72339 0.43230
H 2.11384 3.21180 -1.36131
H 3.75207 1.47503 -0.30241
H 3.65040 2.42859 1.18167
H 2.21906 0.09541 -0.96246
H -0.46853 -3.26022 0.92276
H -0.19010 -3.99622 -0.67274
H -1.81105 -4.03382 0.05296
H -3.43018 -0.90638 -4.27389
H -1.93363 -1.62344 -4.86084
H -4.08926 -3.15142 -3.31061
H -3.86146 -3.22250 -5.06307
H -2.61560 -3.85000 -3.97661
H -2.59124 0.02141 1.68906
H -0.86050 1.62434 2.48413
H 0.53584 3.39520 2.94369
H 1.91106 3.78058 1.91754
H 2.58989 3.44575 4.22117
H 3.33334 2.19541 3.23361
H 2.23191 1.59048 5.54340
H 0.72254 1.60746 4.63924
H 1.64817 -0.14444 3.10025
H 1.69308 -0.67030 4.77824
H 3.16896 -0.11009 3.99692

50
Properties=species:S:1:pos:R:3 method="wB97M-V/def2-TZVPD" lumo_ev=-8.27 total_charge=+2 homo_energy_ev=-14.06 homo_lumo_gap_ev=5.789
C -1.48345 3.27786 -3.72344
C -1.27018 1.91762 -3.47544
C 0.02108 1.35638 -3.65848
C 1.07498 2.20823 -4.14907
C 0.79693 3.57609 -4.42230
C -0.44834 4.10913 -4.19281
C 2.34754 1.63310 -4.21154
C 2.58025 0.25917 -4.02238
C 1.45045 -0.51324 -3.56684
C 1.64260 -1.89676 -3.31028
C 2.91993 -2.45607 -3.40659
C 4.02655 -1.68934 -3.82153
C 3.84895 -0.36872 -4.15467
H -2.46244 3.71811 -3.50657
H 1.61399 4.20915 -4.76613
H -0.66658 5.16543 -4.34870
H 3.17309 2.25107 -4.55631
H 3.07392 -3.49783 -3.10495
H 5.00179 -2.17382 -3.86278
H 4.69538 0.23250 -4.48476
N 0.34267 0.14486 -3.05875
Zr 0.28490 0.31050 -0.44584
C -2.33563 1.05495 -2.85971
H -2.23909 0.00194 -3.21895
H -3.32196 1.47437 -3.04906
C 0.46661 -2.67875 -2.78284
H -0.45757 -2.38614 -3.31755
H 0.65414 -3.73970 -2.93318
P -2.11750 0.88512 -1.03312
P 0.12098 -2.31397 -0.99413
C 1.44264 -3.25929 -0.18254
H 1.25857 -3.21530 0.90668
H 1.43087 -4.30760 -0.50244
H 2.41411 -2.81375 -0.43313
C -1.35959 -3.34668 -0.74614
H -1.11976 -4.38142 -1.01432
H -1.65942 -3.31240 0.31184
H -2.16832 -3.00107 -1.40650
C -2.46668 2.57473 -0.45681
H -3.43191 2.91936 -0.85045
H -2.48889 2.53825 0.65177
H -1.65108 3.22821 -0.79232
C -3.60302 -0.04590 -0.57617
H -3.61168 -0.16856 0.51635
H -4.45714 0.54990 -0.90349
H -3.60086 -1.02138 -1.07477
H 1.52214 1.11314 -1.44221
H -0.06137 1.21587 1.07416
O -1.60302 -1.35054 2.15504
C -0.89450 -0.91082 1.35464

53
Properties=species:S:1:pos:R:3 method="wB97M-V/def2-TZVPD" lumo_ev=-9.03 total_charge=+2 homo_energy_ev=-15.27 homo_lumo_gap_ev=6.236
C 5.33720 -1.46088 -0.31035
C 5.21750 -0.47067 0.86641
C 4.17902 0.64557 0.69642
C 2.82460 0.18472 0.12523
C 2.45432 0.92890 -1.16606
C 1.33044 0.22072 -1.99715
C 0.03501 0.99694 -2.08126
C 0.08188 2.27624 -2.69103
C -1.06698 3.08438 -2.81253
Cl -0.95490 4.60512 -3.54666
C -2.29672 2.62319 -2.32706
C -2.34104 1.38580 -1.70829
C -1.20352 0.56518 -1.55680
C -1.39840 -0.73590 -0.81296
O -0.82326 -1.71538 -1.17522
C -2.39054 -0.66071 0.29452
C -2.19647 -1.36506 1.61186
C -0.79624 -1.86674 1.93369
C -0.46224 -3.27318 1.46490
O 0.15482 -0.87039 1.50368
C -3.49796 0.06939 0.07354
B -4.72533 0.19138 1.10403
C -4.59618 1.07052 2.39559
O -5.88885 -0.44435 0.78416
C -3.63909 0.83942 -1.17034
O -4.66458 1.08467 -1.71891
H 4.60436 -1.30285 -1.09635
H 6.31658 -1.36895 -0.76663
H 5.25797 -2.47805 0.05362
H 6.17869 0.01994 0.97903
H 5.03666 -0.98711 1.80214
H 4.58337 1.45250 0.09061
H 3.99017 1.06662 1.68165
H 2.02329 0.35857 0.85367
H 2.80259 -0.87371 -0.10954
H 3.34219 1.07398 -1.76986
H 2.13399 1.96793 -0.89337
H 1.18724 -0.77272 -1.60284
H 1.68179 0.10472 -3.01982
H 1.01496 2.66896 -3.07256
H -3.20872 3.19570 -2.41475
H -2.87276 -2.21760 1.65559
H -2.49553 -0.70520 2.42155
H -0.73494 -1.91040 3.02119
H 0.51932 -3.53685 1.85457
H -1.15991 -3.94563 1.95390
H -0.51318 -3.38935 0.39197
H 0.97699 -1.34626 1.34867
H -5.33703 1.86530 2.31837
H -4.78283 0.48666 3.29144
H -3.62049 1.55323 2.44926
H -5.99573 -1.33115 1.14575
Ti 0.39849 2.44283 -0.34669

57
Properties=species:S:1:pos:R:3 method="wB97M-V/def2-TZVPD" lumo_ev="-4.91 / -4.40" total_charge=+1 spin_multiplicity=2 homo_energy_ev="-11.55 / -11.50" homo_lumo_gap_ev="6.639 / 7.099" de_lowest_kj_mol=278.5
Ru -0.05550 -0.39650 0.47970
C -3.78820 -0.73300 0.59160
C -3.04820 -0.07450 1.69780
C -3.41060 0.15360 3.02520
C -2.33910 0.83690 3.59450
C -2.20220 1.29510 4.99530
N -1.40600 1.01640 2.63750
N -1.84900 0.46030 1.49280
B -0.13250 1.91660 2.65070
N -0.06120 2.56930 1.24980
N -0.06310 1.78730 0.16490
C -0.00650 2.52880 -0.93550
C -0.01020 1.81490 -2.24170
C 0.04600 3.86540 -0.54380
C 0.00960 3.85360 0.85030
C 0.05720 5.01450 1.76880
N 1.18100 1.07540 2.78100
N 1.64750 0.41450 1.70690
C 2.88430 -0.01460 1.94780
C 3.67370 -0.69360 0.88670
C 3.23550 0.37880 3.23770
C 2.13780 1.07160 3.73410
C 2.02700 1.68860 5.07600
H -4.80740 -0.95960 0.89070
H -3.80680 -0.07800 -0.28050
H -3.29790 -1.66360 0.29860
H -4.31440 -0.14460 3.51070
H -3.02560 0.90970 5.59050
H -1.26060 0.95100 5.41910
H -2.22010 2.38300 5.04220
H -0.19460 2.70690 3.52020
H -0.06440 0.72250 -2.03700
H -0.86100 2.10430 -2.85490
H 0.90200 2.01990 -2.79830
H 0.12010 4.72750 -1.17210
H 0.13950 5.92880 1.19180
H -0.84240 5.06950 2.37740
H 0.90360 4.93780 2.44940
H 3.07320 -0.77490 -0.02200
H 4.56140 -0.10610 0.65850
H 3.98920 -1.68810 1.19810
H 4.16970 0.21140 3.73390
H 2.83040 1.30910 5.70160
H 2.12880 2.76970 5.01680
H 1.06960 1.46530 5.53610
O -0.26410 -1.61290 2.46790
N 0.53250 -2.63450 2.54290
C 0.87610 -3.08810 3.76180
C 1.72050 -4.15460 3.92060
C 2.23420 -4.78410 2.78780
C 1.86060 -4.32650 1.54410
C 1.00020 -3.23450 1.41380
S 0.53180 -2.64760 -0.15000
H 0.44720 -2.53890 4.58640
H 1.95140 -4.51040 4.91060
H 2.91450 -5.61410 2.88250
H 2.22330 -4.79580 0.64600

73
Properties=species:S:1:pos:R:3 method="wB97M-V/def2-TZVPD" smiles="C/C(Br)=C(/Br)N(C)S(=O)(=O)F.CCOC(=O)C(F)(F)F.CCOC(=O)C(F)(F)F.CCOC(=O)C(F)(F)F.CCOC(=O)C(F)(F)F" lumo_ev=0.24 homo_energy_ev=-9.45 homo_lumo_gap_ev=9.687
C -1.52009 1.49536 -2.21272
C -1.86634 2.39984 -3.35466
Br -0.40147 2.81604 -4.44629
C -3.06898 2.89964 -3.60096
Br -3.37012 4.12518 -5.01098
N -4.19248 2.50383 -2.79354
C -5.27329 3.51228 -2.65457
S -4.82856 1.08792 -3.42999
O -3.86149 0.05359 -3.40262
O -5.59493 1.31898 -4.60135
F -5.82175 0.81078 -2.25084
H -1.09584 0.56960 -2.59809
H -2.40863 1.24129 -1.63711
H -0.81162 2.00029 -1.55385
H -5.76281 3.71971 -3.60514
H -4.84908 4.43422 -2.26795
H -6.01804 3.12675 -1.96410
C -6.74450 -0.98200 1.79018
C -6.54215 0.36403 1.13252
O -6.48412 1.42582 2.11209
C -5.30710 1.61190 2.68051
O -4.29640 1.01571 2.44472
C -5.39547 2.78648 3.67940
F -6.49024 2.69737 4.43611
F -5.44024 3.94253 3.00235
F -4.33012 2.80380 4.47362
H -7.63571 -0.96866 2.41764
H -6.86049 -1.75259 1.02936
H -5.89457 -1.24295 2.41976
H -7.38738 0.61245 0.49464
H -5.64149 0.38396 0.52103
C -1.42763 2.59832 2.55135
C -1.03917 1.67678 1.42061
O 0.37095 1.76527 1.11221
C 1.18354 1.05909 1.87710
O 0.89440 0.35257 2.79517
C 2.63130 1.22829 1.37159
F 2.91739 2.50787 1.11275
F 2.79311 0.52755 0.23846
F 3.50191 0.77892 2.27099
H -1.12897 3.62391 2.32783
H -2.50114 2.56219 2.68749
H -0.94950 2.30717 3.48624
H -1.54168 1.96472 0.49931
H -1.30213 0.64249 1.63677
C 2.78975 -2.44604 -1.25777
C 3.97232 -2.15371 -2.15023
O 3.93331 -2.94654 -3.35724
C 3.15250 -2.49385 -4.32266
O 2.47968 -1.50652 -4.31105
C 3.25500 -3.42527 -5.54976
F 3.19098 -4.71147 -5.19212
F 4.42369 -3.22115 -6.17402
F 2.27088 -3.17556 -6.40650
H 2.73234 -3.51154 -1.03409
H 2.88537 -1.89831 -0.32300
H 1.85390 -2.15778 -1.73672
H 4.90354 -2.42844 -1.65996
H 4.02882 -1.09732 -2.41007
C 6.37505 -1.50863 4.49763
C 7.07558 -1.32270 3.17082
O 7.47494 -2.59116 2.60451
C 6.53131 -3.25959 1.96452
O 5.39377 -2.92973 1.80724
C 7.11889 -4.56111 1.37842
F 7.88743 -5.19330 2.26929
F 7.86886 -4.27044 0.30588
F 6.14403 -5.38062 1.00113
H 7.00444 -2.07492 5.18446
H 6.15598 -0.53789 4.94049
H 5.43799 -2.04988 4.37357
H 8.00248 -0.76734 3.29274
H 6.45031 -0.78749 2.45747

Number 1: M 343.42 Da. Number 2: M 343.42 Da. Number 3: M 448.60 Da. Number 4: M 424.56 Da. Number 5: M 524.43 Da. Number 6: M 879.27 Da.